[1]
Entry from the Open Molecules 2025 dataset: C18H28As2LiN2O as an isolated structure (ωB97M-V/def2-TZVPD).

CARTESIAN COORDINATES (ANGSTROEM)
Li -1.117 -0.565 -1.389
C 3.571 -1.178 -2.024
As 1.840 -1.303 -1.118
C 1.934 -3.231 -0.737
C 2.368 -0.721 0.700
C 3.684 -0.374 1.004
C 4.029 0.020 2.290
C 3.066 0.068 3.287
C 1.752 -0.266 2.988
C 1.393 -0.650 1.699
As -0.482 -1.060 1.238
C -0.870 -2.332 2.667
C -1.359 0.499 2.018
H 4.358 -1.721 -1.498
H 3.851 -0.132 -2.143
H 3.435 -1.614 -3.014
H 2.859 -3.488 -0.222
H 1.869 -3.772 -1.682
H 1.078 -3.512 -0.123
H 4.448 -0.404 0.239
H 5.055 0.293 2.507
H 3.330 0.375 4.292
H 0.999 -0.213 3.766
H -0.694 -1.886 3.646
H -0.249 -3.220 2.554
H -1.919 -2.615 2.578
H -0.882 0.797 2.952
H -2.396 0.216 2.197
H -1.314 1.317 1.301
C -3.873 0.120 -0.414
O -3.528 -1.244 -0.417
C -2.824 -1.650 -1.618
C -3.234 -3.082 -1.802
H -4.351 0.338 0.545
H -4.577 0.348 -1.223
H -3.003 0.776 -0.535
H -4.327 -3.208 -1.865
H -2.906 -3.722 -0.961
H -2.793 -3.499 -2.712
N -0.887 5.632 -1.248
C -0.730 4.214 -1.332
C 0.187 3.499 -0.602
C 0.279 2.115 -0.708
N -0.576 1.351 -1.521
C -1.412 2.098 -2.281
C -1.541 3.457 -2.255
H -0.021 6.066 -0.945
H -1.091 6.009 -2.170
H 0.871 4.008 0.074
H 1.022 1.576 -0.134
H -2.052 1.528 -2.953
H -2.268 3.940 -2.897

Results
E_tot   -146027.0171 eV
Energy above the lowest of the compared OMol25 structures with the same formula, charge and spin   0.0059 eV
Total charge   -1

These are the Löwdin partial charges, in e, on atoms 1 to 5:
1 Li 0.35
2 C -0.35
3 As 1.12
4 C -0.33
5 C -0.44


[2]
Entry from the Open Molecules 2025 dataset: C18H28BN4P2PtS2 as an isolated structure (ωB97M-V/def2-TZVPD).

CARTESIAN COORDINATES (ANGSTROEM)
Pt -0.745 -0.561 0.310
C 2.572 -0.204 -1.156
P 1.541 -0.813 0.198
C 2.041 -2.557 0.309
C 2.194 -0.069 1.729
C 3.501 0.388 1.851
C 3.947 0.929 3.051
C 3.091 1.003 4.141
C 1.786 0.544 4.027
C 1.327 0.017 2.824
P -0.403 -0.528 2.621
C -1.432 0.728 3.422
C -0.579 -1.989 3.673
H 3.602 -0.535 -1.023
H 2.540 0.880 -1.213
H 2.188 -0.610 -2.092
H 3.112 -2.633 0.507
H 1.806 -3.066 -0.626
H 1.490 -3.049 1.111
H 4.185 0.331 1.014
H 4.963 1.292 3.133
H 3.435 1.426 5.075
H 1.123 0.617 4.882
H -1.273 0.760 4.501
H -2.480 0.498 3.225
H -1.209 1.703 2.991
H -0.258 -1.730 4.684
H 0.033 -2.809 3.301
H -1.621 -2.308 3.694
C 1.747 3.428 -1.083
N 0.696 2.789 -1.873
C 0.596 2.849 -3.248
C -0.570 2.250 -3.568
N -1.190 1.838 -2.407
B -2.713 1.366 -2.373
N -2.835 -0.193 -2.582
C -2.884 -0.806 -3.820
C -3.097 -2.125 -3.633
N -3.178 -2.316 -2.268
C -3.406 -3.594 -1.601
C -3.011 -1.134 -1.645
S -3.059 -0.920 0.086
C -0.400 2.174 -1.374
S -0.679 1.908 0.314
H 2.653 3.469 -1.682
H 1.919 2.851 -0.177
H 1.452 4.437 -0.803
H 1.343 3.326 -3.859
H -1.034 2.115 -4.529
H -3.197 1.671 -1.321
H -3.233 1.877 -3.339
H -2.794 -0.240 -4.731
H -3.217 -2.934 -4.332
H -3.448 -4.370 -2.359
H -4.344 -3.571 -1.052
H -2.594 -3.799 -0.908

Results
E_tot   -69250.5352 eV
Energy above the lowest of the compared OMol25 structures with the same formula, charge and spin   0.0000 eV
Spin multiplicity   3
Total charge   +1

These are the Löwdin partial charges, in e, on atoms 1 to 5:
1 Pt 0.43
2 C -0.23
3 P 0.67
4 C -0.24
5 C -0.38


[3]
Entry from the Open Molecules 2025 dataset: C18H28Be2BrClF4N2O6S as an isolated structure in a non-equilibrium geometry (ωB97M-V/def2-TZVPD).

CARTESIAN COORDINATES (ANGSTROEM)
C 1.396 2.001 -1.047
C 0.185 1.260 -0.469
C -0.173 2.071 0.866
C 0.554 -0.228 -0.038
C 0.603 -1.301 -1.126
C 1.960 -1.851 -1.657
O 1.568 -2.510 -2.885
C 2.504 -2.982 -0.779
C 2.888 -2.487 0.679
C 1.987 -3.019 1.810
C 1.215 -1.732 1.919
N 0.298 -1.819 3.027
N 3.827 -3.314 -1.376
C 4.222 -2.269 -1.988
S 5.792 -2.055 -2.853
O 6.493 -1.098 -2.076
O 6.534 -3.312 -2.861
F 5.591 -1.391 -4.292
C 3.227 -1.043 -1.957
F 3.771 -0.273 -0.989
H 1.767 1.576 -1.976
H 2.160 2.013 -0.257
H 1.121 3.057 -1.209
H -0.629 1.286 -1.194
H 0.527 1.714 1.625
H 0.114 3.135 0.684
H -1.217 1.970 1.173
H -0.343 -0.771 0.624
H 1.424 -0.197 0.586
H 0.135 -2.171 -0.641
H -0.009 -1.063 -1.991
H 0.943 -3.180 -2.610
H 1.825 -3.823 -0.665
H 3.929 -2.771 0.844
H 2.843 -1.413 0.765
H 2.529 -3.203 2.739
H 1.398 -3.915 1.615
H 0.675 -1.628 1.009
H 1.848 -0.858 2.023
H -0.216 -0.940 3.143
H -0.355 -2.546 2.765
H 4.333 -4.188 -1.291
H 3.217 -0.516 -2.908
F -1.552 -1.279 2.201
Be -0.907 3.766 2.287
C -6.593 3.492 1.745
C -5.508 2.740 2.095
C -4.724 2.024 1.053
O -3.771 1.352 1.350
C -5.163 2.169 -0.351
C -6.220 2.909 -0.665
C -6.997 3.616 0.373
O -7.987 4.317 0.078
H -7.189 4.024 2.469
H -5.154 2.608 3.147
H -4.579 1.644 -1.096
H -6.558 3.030 -1.686
Br -5.035 4.315 3.978
F 0.927 4.231 -2.623
Cl -9.877 4.753 -0.749
Be 7.738 -3.608 -1.233
O -1.506 -0.511 0.746
H -1.801 0.191 0.117

Results
E_tot   -139427.3828 eV
Total charge   0

These are the Löwdin partial charges, in e, on atoms 1 to 5:
1 C -0.09
2 C -0.33
3 C -0.19
4 C -0.18
5 C -0.05


[4]
Entry from the Open Molecules 2025 dataset: C18H28Cl2N6ScSe as an isolated structure in a non-equilibrium geometry (ωB97M-V/def2-TZVPD).

CARTESIAN COORDINATES (ANGSTROEM)
Sc 0.094 0.029 0.033
N 1.137 -1.675 1.131
C 1.843 -2.760 0.386
C 0.887 -3.531 -0.517
C 0.373 -2.739 -1.713
N -0.603 -1.671 -1.320
H 1.820 -1.298 1.801
H 0.444 -2.163 1.722
H 2.288 -3.464 1.099
H 2.647 -2.315 -0.211
H 0.045 -3.911 0.068
H 1.422 -4.394 -0.913
H -0.113 -3.434 -2.406
H 1.215 -2.266 -2.230
H -1.400 -2.177 -0.911
H -0.965 -1.308 -2.209
N -1.135 1.699 -1.049
C -0.386 2.184 -2.202
C -0.968 2.988 -3.153
C -0.220 3.473 -4.237
C 1.111 3.173 -4.346
C 1.732 2.319 -3.407
C 3.081 1.930 -3.515
C 3.607 1.071 -2.579
C 2.783 0.582 -1.561
N 1.501 0.910 -1.412
C 0.971 1.796 -2.320
H -1.175 2.470 -0.361
H -2.112 1.586 -1.349
H -2.012 3.260 -3.066
H -0.707 4.088 -4.977
H 1.701 3.576 -5.154
H 3.670 2.305 -4.339
H 4.639 0.758 -2.628
H 3.190 -0.117 -0.837
C 3.504 2.063 3.474
N 2.579 3.163 3.420
C 2.777 4.387 3.984
C 1.662 5.133 3.748
N 0.792 4.359 3.043
C -0.518 4.763 2.613
C 1.366 3.157 2.839
Se 0.449 1.661 2.137
H 4.343 2.331 4.112
H 3.881 1.829 2.476
H 3.012 1.185 3.894
H 3.673 4.644 4.515
H 1.434 6.140 4.040
H -0.798 5.682 3.123
H -1.245 3.989 2.861
H -0.528 4.945 1.536
Cl -1.795 -2.493 2.507
C -2.843 -1.077 2.457
Cl -2.357 -0.056 1.101
H -2.730 -0.492 3.373
H -3.876 -1.393 2.298

Results
E_tot   -139132.6024 eV
Energy above the lowest of the compared OMol25 structures with the same formula, charge and spin   0.5939 eV
Total charge   +3

These are the Löwdin partial charges, in e, on atoms 1 to 5:
1 Sc 0.75
2 N -0.07
3 C -0.20
4 C -0.16
5 C -0.20


[5]
Entry from the Open Molecules 2025 dataset: a 9-piece molecular cluster, C18H28Cl2N8 overall in a non-equilibrium geometry (ωB97M-V/def2-TZVPD).

CARTESIAN COORDINATES (ANGSTROEM)
C 1.016 -1.650 4.063
C 0.734 -0.288 4.517
N 0.519 0.759 4.815
H 2.067 -1.729 3.785
H 0.351 -1.956 3.255
H 0.698 -2.351 4.835
C -0.203 0.809 0.568
C -0.442 -0.612 0.549
N -0.624 -1.738 0.473
H -1.209 1.185 0.382
H 0.535 1.163 -0.151
H 0.089 1.251 1.521
C 3.881 2.333 1.716
C 4.455 3.716 1.553
N 4.893 4.730 1.447
H 4.133 1.713 0.856
H 2.797 2.366 1.828
H 4.298 1.830 2.588
C -2.321 4.796 -0.750
C -2.858 3.405 -0.652
N -3.235 2.366 -0.573
H -2.842 5.433 -0.034
H -2.472 5.244 -1.732
H -1.272 4.801 -0.453
C 3.295 4.079 -2.339
C 2.212 4.022 -1.369
N 1.338 4.017 -0.536
H 3.351 5.071 -2.788
H 3.118 3.253 -3.027
H 4.165 3.750 -1.771
C -0.431 1.032 -2.766
C 1.060 0.737 -2.614
N 2.172 0.572 -2.595
H -1.028 0.293 -2.231
H -0.757 1.229 -3.787
H -0.557 1.949 -2.189
C -3.696 -1.880 2.479
C -3.204 -2.741 3.549
N -2.822 -3.447 4.385
H -2.978 -1.754 1.669
H -3.707 -0.953 3.052
H -4.706 -2.177 2.197
C 1.800 -3.572 -0.908
C 1.245 -4.475 -1.908
N 0.789 -5.121 -2.754
H 1.439 -2.611 -1.276
H 2.887 -3.500 -0.880
H 1.369 -3.727 0.081
Cl -3.679 -3.945 -0.252
C -2.346 -4.395 -1.377
C -2.425 -3.704 -2.772
Cl -2.105 -1.951 -2.549
H -2.308 -5.474 -1.526
H -1.386 -4.257 -0.880
H -3.405 -3.850 -3.225
H -1.687 -4.045 -3.498

Results
E_tot   -56082.6807 eV
Total charge   0
SMILES   ClCCCl.CC#N.CC#N.CC#N.CC#N.CC#N.CC#N.CC#N.CC#N

These are the Löwdin partial charges, in e, on atoms 1 to 5:
1 C -0.06
2 C -0.31
3 N 0.13
4 H 0.08
5 H 0.06